P) Below is the molecule C3H2N2O2, with properties calculated with ωB97M-V/def2-TZVPD.

The geometry in XYZ format:
```
9
C3H2N2O2 ωB97M-V/def2-TZVPD
C -0.35291 -1.31409 0.11922
C 0.31130 -0.22404 -0.18251
C -1.61657 1.02263 0.06965
N -0.46777 0.89142 -0.12573
N 1.68540 0.07042 -0.16907
O -1.05389 -2.23367 0.21309
O -2.71938 1.29873 0.13104
H 2.44009 -0.60809 0.04242
H 1.77373 1.09669 -0.09813
```

Calculated values
Lowest unoccupied orbital energy = 0.015 Ha
HOMO energy = -0.2804 hartree
Charge = 0

Okay, here come the natural (NBO) numbers, in e, for every atom:
1 C 0.581
2 C 0.030
3 C 0.869
4 N -0.536
5 N -0.855
6 O -0.437
7 O -0.471
8 H 0.412
9 H 0.407

***

Q) Below is the molecule C3H2N2O2, with properties calculated with ωB97M-V/def2-TZVPD.

The geometry in XYZ format:
```
9
C3H2N2O2 ωB97M-V/def2-TZVPD
H -1.65000 -2.01373 -0.15088
N -1.83136 -1.06082 0.16826
C -0.80095 -0.34656 0.08640
C -0.82656 1.06032 0.46864
N -0.69744 2.17952 0.72755
O 0.41047 -0.75144 -0.39303
C 1.49368 0.13442 -0.30190
O 1.99179 0.60049 -1.27041
H 1.83004 0.28521 0.73357
```

Calculated values
Lowest unoccupied orbital energy = -0.006 Ha
SMILES = [H]/N=C(/C#N)OC=O
HOMO energy = -0.4301 hartree
Charge = 0

Okay, here come the natural (NBO) numbers, in e, for every atom:
1 H 0.365
2 N -0.572
3 C 0.454
4 C 0.178
5 N -0.228
6 O -0.520
7 C 0.644
8 O -0.463
9 H 0.141

***

R) Below is a structure of composition C3H2N2O2, with properties calculated with ωB97M-V/def2-TZVPD.

The geometry in XYZ format:
```
9
C3H2N2O2 ωB97M-V/def2-TZVPD
C -0.53989 0.56189 -0.12548
C -1.04741 -0.73879 0.02891
C 0.87283 0.96088 -0.01418
N -0.37024 -1.81629 0.20881
N 1.86400 -0.13075 -0.12195
O 1.32228 2.05861 0.25889
O 1.28601 -1.25891 0.07603
H -1.30190 1.45699 -0.23704
H -2.08568 -1.09362 -0.07399
```

Calculated values
Lowest unoccupied orbital energy (alpha / beta) = -0.096 / -0.066 Ha
HOMO energy (alpha / beta) = -0.3412 / -0.3576 hartree
Charge = 0

Okay, here come the natural (NBO) numbers, in e, for every atom:
1 C -0.342
2 C -0.049
3 C 0.494
4 N -0.017
5 N 0.123
6 O -0.542
7 O -0.178
8 H 0.258
9 H 0.253

***

S) Below is the molecule C3H2N2O2, with properties calculated with ωB97M-V/def2-TZVPD.

The geometry in XYZ format:
```
9
C3H2N2O2 ωB97M-V/def2-TZVPD
O -1.27153 0.27507 -1.31010
C -1.44131 -0.27823 -0.26585
C -0.05288 1.63918 0.81600
N 0.91510 1.07236 0.43478
C 1.46027 -0.10524 -0.01692
N 0.78296 -1.18712 -0.07290
O -0.52464 -1.05168 0.41751
H -2.36624 -0.25299 0.33460
H 2.49826 -0.11136 -0.33712
```

Calculated values
Lowest unoccupied orbital energy = -0.007 Ha
HOMO energy = -0.4095 hartree
Charge = 0

Okay, here come the natural (NBO) numbers, in e, for every atom:
1 O -0.545
2 C 0.622
3 C 0.393
4 N -0.594
5 C 0.213
6 N -0.076
7 O -0.392
8 H 0.153
9 H 0.226

***

It is R) that is the least stable of them.

***

P) Below is a cluster of 2 separate species, C6H11P in total, with properties calculated with ωB97M-V/def2-TZVPD.

The geometry in XYZ format:
```
18
C6H11P ωB97M-V/def2-TZVPD
C -0.06881 2.10648 -1.31511
C 0.67800 0.98087 -1.20371
C 0.10475 -0.42117 -1.06233
C 0.23686 -1.15865 0.24686
C -0.13076 -2.58513 0.13636
H -1.07058 2.12179 -1.67850
H 0.52827 2.99447 -1.18313
H 1.69686 1.13066 -1.18561
H 0.46990 -1.11126 -1.86469
H -0.92873 -0.35184 -1.42807
H -0.45958 -0.64498 0.96737
H 1.29160 -1.15748 0.42255
H -1.12036 -2.38010 -0.24484
H 0.46902 -3.15044 -0.57064
H -0.26032 -3.07922 1.10751
C -0.59364 2.34428 2.75348
P 0.77560 2.19933 3.53263
H -1.61808 2.16238 2.56986
```

Calculated values
Lowest unoccupied orbital energy = 0.009 Ha
SMILES = C=CCCC.C#P
HOMO energy = -0.3429 hartree
Charge = 0

Okay, here come the natural (NBO) numbers, in e, for every atom:
1 C -0.406
2 C -0.146
3 C -0.445
4 C -0.391
5 C -0.604
6 H 0.196
7 H 0.198
8 H 0.184
9 H 0.199
10 H 0.195
11 H 0.206
12 H 0.196
13 H 0.199
14 H 0.205
15 H 0.213
16 C -0.727
17 P 0.516
18 H 0.211

***

Q) Below is the molecule C6H11P, with properties calculated with ωB97M-V/def2-TZVPD.

The geometry in XYZ format:
```
18
C6H11P ωB97M-V/def2-TZVPD
P -2.55664 -1.25908 1.24938
C -0.84798 -1.76571 0.67185
C -0.13539 -0.60811 -0.11446
C -0.13349 -0.03640 -1.34732
C 0.84007 1.13835 -1.45946
C 1.24871 1.43930 -0.00104
C 0.90917 0.14042 0.74465
H -2.91831 -0.55239 -0.05345
H -2.19286 -0.13330 1.88907
H -0.92456 -2.51542 0.02133
H -0.23382 -1.95666 1.43621
H -0.77587 -0.48908 -2.13039
H 0.28358 1.80403 -2.00609
H 1.86588 0.91909 -1.98222
H 2.26202 1.59775 0.07986
H 0.61946 2.15450 0.37708
H 1.98144 -0.40611 0.85893
H 0.70858 0.52880 1.76607
```

Calculated values
Lowest unoccupied orbital energy = 0.037 Ha
SMILES = PCC1=CCCC1
HOMO energy = -0.3127 hartree
Charge = 0

Okay, here come the natural (NBO) numbers, in e, for every atom:
1 P 0.296
2 C -0.670
3 C 0.026
4 C -0.218
5 C -0.418
6 C -0.395
7 C -0.440
8 H -0.012
9 H -0.042
10 H 0.223
11 H 0.224
12 H 0.211
13 H 0.210
14 H 0.197
15 H 0.205
16 H 0.196
17 H 0.192
18 H 0.213

***

It is P) that is the least stable of them.

***

P) Below is a cluster of 2 separate species, C7H16N2 in total, with properties calculated with ωB97M-V/def2-TZVPD.

The geometry in XYZ format:
```
25
C7H16N2 ωB97M-V/def2-TZVPD
C 0.36136 2.22985 0.74983
C 0.92545 0.89421 1.11616
C 1.79935 0.17227 0.39325
C 2.19349 -1.21474 0.83888
N 2.38275 0.60388 -0.78311
H 0.86569 3.02202 1.30892
H -0.70422 2.25622 0.99990
H 0.43857 2.44433 -0.32016
H 0.54061 0.47252 2.04243
H 1.41481 -1.68374 1.44945
H 2.36391 -1.86882 -0.02378
H 3.11702 -1.17440 1.42533
H 2.23854 1.59653 -0.94612
H 1.95101 0.10887 -1.56940
C -1.88922 -1.49467 0.38838
C -1.50749 -0.76458 -0.87154
C -2.30068 0.44940 -1.26708
N -0.58234 -1.20619 -1.65936
H -1.02735 -2.02741 0.79817
H -2.68007 -2.21343 0.15913
H -2.25348 -0.78809 1.13879
H -2.60483 1.00819 -0.37841
H -3.19180 0.13155 -1.81412
H -1.69713 1.10107 -1.90488
H -0.15385 -2.05492 -1.27067
```

Calculated values
Lowest unoccupied orbital energy = 0.034 Ha
SMILES = C/C=C(/C)N.CC(C)=N
HOMO energy = -0.2981 hartree
Charge = 0

Okay, here come the natural (NBO) numbers, in e, for every atom:
1 C -0.645
2 C -0.280
3 C 0.187
4 C -0.641
5 N -0.831
6 H 0.215
7 H 0.210
8 H 0.201
9 H 0.193
10 H 0.208
11 H 0.211
12 H 0.225
13 H 0.366
14 H 0.382
15 C -0.690
16 C 0.338
17 C -0.676
18 N -0.656
19 H 0.223
20 H 0.232
21 H 0.219
22 H 0.212
23 H 0.233
24 H 0.237
25 H 0.326

***

Q) Below is a structure of composition C7H16N2, with properties calculated with ωB97M-V/def2-TZVPD.

The geometry in XYZ format:
```
25
C7H16N2 ωB97M-V/def2-TZVPD
C -0.85890 -0.66986 1.65700
C -1.96765 -0.53697 -0.60703
C -1.24190 2.34315 -0.74515
C -1.25044 0.15692 0.50875
C -0.70766 1.42401 0.33198
H -0.54544 1.95899 1.26663
H 0.00349 -1.28944 1.23702
H -0.49198 -0.08628 2.49919
H -1.27794 -0.74307 -1.42826
H -2.38036 -1.48900 -0.27780
H -2.78362 0.07918 -0.98671
H -1.64617 -1.34652 1.98763
H -2.30854 2.53127 -0.62152
H -1.09489 1.90441 -1.73014
H -0.74936 3.31294 -0.68986
C 2.19738 0.69298 0.39455
N 1.40958 -2.54316 -1.03854
C 2.25857 -0.53835 -0.34202
N 1.39765 -1.48994 -0.14841
H 2.33596 -2.88088 -1.30814
H 0.85664 -3.30787 -0.67487
H 2.86770 -0.54612 -1.25460
H 3.12709 1.25233 0.39702
H 0.95983 1.25632 0.14678
H 1.89097 0.55493 1.42651
```

Calculated values
Lowest unoccupied orbital energy = 0.039 Ha
HOMO energy = -0.2817 hartree
Charge = 0

Okay, here come the natural (NBO) numbers, in e, for every atom:
1 C -0.703
2 C -0.675
3 C -0.635
4 C 0.148
5 C -0.348
6 H 0.212
7 H 0.289
8 H 0.211
9 H 0.240
10 H 0.215
11 H 0.220
12 H 0.211
13 H 0.210
14 H 0.210
15 H 0.214
16 C -0.692
17 N -0.655
18 C 0.035
19 N -0.285
20 H 0.344
21 H 0.359
22 H 0.153
23 H 0.221
24 H 0.279
25 H 0.221

***

It is Q) that is the least stable of them.

***

P) Below is the molecule C7H16N2, with properties calculated with ωB97M-V/def2-TZVPD.

The geometry in XYZ format:
```
25
C7H16N2 ωB97M-V/def2-TZVPD
C 2.13394 1.47391 -1.65374
N 1.18636 0.89856 -0.73485
C -0.24289 0.91456 -1.26205
C -1.11870 -0.19449 -0.68875
C -0.70125 -0.53600 0.74683
C -1.06605 0.61092 1.68888
C -1.41258 -1.81594 1.18520
C 0.89402 -0.78205 0.84425
N 1.59494 -0.38572 -0.34568
H 2.18853 0.92328 -2.61464
H 1.84401 2.50872 -1.85670
H 3.11329 1.46635 -1.19198
H -0.22010 0.82293 -2.35519
H -0.63264 1.90428 -1.01429
H -1.05013 -1.08223 -1.31220
H -2.16151 0.11661 -0.70911
H -0.87298 0.32609 2.72475
H -2.12486 0.86420 1.59444
H -0.46583 1.48804 1.45567
H -2.49777 -1.67065 1.19016
H -1.09471 -2.10336 2.18861
H -1.18199 -2.63848 0.50030
H 1.29520 -0.20787 1.68016
H 1.11809 -1.83219 1.03599
H 1.47561 -1.06948 -1.09607
```

Calculated values
Lowest unoccupied orbital energy = 0.034 Ha
SMILES = CN1CCC(C)(C)CN1
HOMO energy = -0.3040 hartree
Charge = 0

Okay, here come the natural (NBO) numbers, in e, for every atom:
1 C -0.405
2 N -0.292
3 C -0.239
4 C -0.422
5 C -0.055
6 C -0.615
7 C -0.601
8 C -0.208
9 N -0.468
10 H 0.154
11 H 0.199
12 H 0.214
13 H 0.175
14 H 0.197
15 H 0.200
16 H 0.219
17 H 0.208
18 H 0.200
19 H 0.220
20 H 0.204
21 H 0.207
22 H 0.203
23 H 0.194
24 H 0.195
25 H 0.315

***

Q) Below is a cluster of 3 separate species, C7H16N2 in total, with properties calculated with ωB97M-V/def2-TZVPD.

The geometry in XYZ format:
```
25
C7H16N2 ωB97M-V/def2-TZVPD
C 1.48769 0.15809 -0.38279
C 1.29331 0.04007 1.11915
C 4.30894 0.47554 -0.43130
N 1.14625 -0.99405 0.13364
H 1.22583 -1.98824 0.05413
H 3.17254 0.47646 -0.69628
H 0.38163 0.41195 1.57086
H 2.17043 0.01097 1.75550
H 4.86272 0.50410 -1.36278
H 4.55294 -0.42439 0.12268
H 4.54017 1.35118 0.16342
C -1.28094 1.74028 -0.78129
C -2.13601 -1.00466 -1.03601
C -2.86455 -0.82813 1.40664
C -2.25676 -0.16048 0.21008
N -1.89926 1.04606 0.31705
H -1.84395 1.64494 -1.71561
H -1.21698 2.79512 -0.51737
H -0.26302 1.35882 -0.95352
H -1.14690 -0.89239 -1.48071
H -2.32164 -2.05460 -0.82162
H -3.84961 -1.22272 1.15651
H -2.96182 -0.11604 2.22127
H -2.23710 -1.66144 1.72498
H -2.86391 -0.66645 -1.77662
```

Calculated values
Lowest unoccupied orbital energy = 0.030 Ha
HOMO energy = -0.3269 hartree
Charge = 0

Okay, here come the natural (NBO) numbers, in e, for every atom:
1 C 0.140
2 C -0.351
3 C -0.851
4 N -0.592
5 H 0.419
6 H 0.225
7 H 0.206
8 H 0.186
9 H 0.213
10 H 0.199
11 H 0.210
12 C -0.458
13 C -0.709
14 C -0.654
15 C 0.311
16 N -0.439
17 H 0.182
18 H 0.203
19 H 0.219
20 H 0.234
21 H 0.217
22 H 0.215
23 H 0.233
24 H 0.211
25 H 0.232

***

It is Q) that is the least stable of them.

***

P) Below is the ion C4H8N with charge +1, with properties calculated with ωB97M-V/def2-TZVPD.

The geometry in XYZ format:
```
13
C4H8N ωB97M-V/def2-TZVPD
C 0.54415 -0.61470 1.28092
C 0.37628 0.44910 0.23082
C 1.38206 1.12902 -0.39292
C -1.54688 -0.31304 -0.97190
N -0.78278 0.70011 -0.34152
H 0.13119 -0.29772 2.23733
H 1.61395 -0.77072 1.41364
H 0.08832 -1.56670 1.00442
H 1.09165 2.12154 -0.73152
H 2.43067 0.86862 -0.31046
H -0.98380 -1.22999 -1.15295
H -1.92114 0.09280 -1.91068
H -2.42367 -0.56831 -0.35519
```

Calculated values
Lowest unoccupied orbital energy = -0.289 Ha
HOMO energy = -0.5694 hartree
Charge = +1

Okay, here come the Löwdin numbers, in e, for every atom:
1 C 0.019
2 C -0.379
3 C 0.286
4 C -0.032
5 N 0.195
6 H 0.110
7 H 0.098
8 H 0.095
9 H 0.117
10 H 0.122
11 H 0.111
12 H 0.118
13 H 0.142

***

Q) Below is the ion C4H8N with charge +1, with properties calculated with ωB97M-V/def2-TZVPD.

The geometry in XYZ format:
```
13
C4H8N ωB97M-V/def2-TZVPD
C -1.38362 -0.56668 -0.12556
C -0.75579 0.77486 -0.09195
C 0.59319 0.57067 0.65603
C 1.21842 -0.81432 0.06712
N 1.70703 0.34902 -0.24322
H -2.06013 -0.90542 -0.85342
H -1.97564 -0.96373 0.75284
H -0.27165 -1.23787 -0.08247
H -0.64190 1.11494 -1.24591
H -1.41445 1.51993 0.35272
H 0.90149 0.99219 1.56338
H 1.71797 -1.72305 -0.01041
H 2.36508 0.88946 -0.73915
```

Calculated values
Lowest unoccupied orbital energy = -0.204 Ha
SMILES = CC[C@H]1C=[NH+]1
HOMO energy = -0.5784 hartree
Charge = +1

Okay, here come the natural (NBO) numbers, in e, for every atom:
1 C -0.464
2 C -0.490
3 C 0.036
4 C 0.176
5 N -0.420
6 H 0.248
7 H 0.251
8 H 0.161
9 H 0.249
10 H 0.278
11 H 0.246
12 H 0.271
13 H 0.457

***

R) Below is the ion C4H8N with charge +1, with properties calculated with ωB97M-V/def2-TZVPD.

The geometry in XYZ format:
```
13
C4H8N ωB97M-V/def2-TZVPD
C 1.21613 -0.65868 -0.41804
C 1.18349 0.60516 0.44961
C -0.02301 0.03168 -0.16054
C -1.33114 0.43813 -0.59024
N -1.17028 -0.48570 0.57179
H 1.70762 -0.81200 -1.42421
H 1.45607 -1.55166 0.02967
H 1.36871 0.59272 1.45667
H 1.73144 1.54662 0.01929
H -1.70854 1.67775 -0.44179
H -1.80266 0.16928 -1.42136
H -1.33678 -0.08910 1.47033
H -1.29105 -1.46419 0.45881
```

Calculated values
Lowest unoccupied orbital energy = -0.123 Ha
SMILES = C1CC12C[NH2+]2
HOMO energy = -0.5886 hartree
Charge = +1

Okay, here come the natural (NBO) numbers, in e, for every atom:
1 C -0.412
2 C -0.398
3 C 0.051
4 C -0.172
5 N -0.500
6 H 0.273
7 H 0.245
8 H 0.241
9 H 0.267
10 H 0.273
11 H 0.240
12 H 0.445
13 H 0.446

***

It is Q) that is the least stable of them.

***

P) Below is a cluster of 2 separate species, C4H8N in total, with properties calculated with ωB97M-V/def2-TZVPD.

The geometry in XYZ format:
```
13
C4H8N ωB97M-V/def2-TZVPD
C -0.99180 0.51504 1.29906
C -1.46632 0.51697 2.49104
C 0.77186 0.89113 -0.58200
C 0.42270 -1.33574 -1.30286
N 1.19548 -0.33459 -0.49673
H -0.75107 0.18896 3.27255
H -2.47377 0.96927 2.90417
H 0.01427 1.25093 -1.31308
H 1.27322 1.62937 -0.01409
H 0.97358 -2.19097 -1.45749
H -0.42413 -1.60195 -0.67510
H 0.14242 -0.67120 -2.09691
H 1.78943 -0.54394 0.23831
```

Calculated values
Lowest unoccupied orbital energy = -0.175 Ha
HOMO energy = -0.5545 hartree
Charge = +1

Okay, here come the natural (NBO) numbers, in e, for every atom:
1 C 0.172
2 C -0.760
3 C 0.140
4 C -0.396
5 N -0.407
6 H 0.320
7 H 0.342
8 H 0.242
9 H 0.225
10 H 0.239
11 H 0.236
12 H 0.222
13 H 0.424

***

Q) Below is the ion C4H8N with charge +1, with properties calculated with ωB97M-V/def2-TZVPD.

The geometry in XYZ format:
```
13
C4H8N ωB97M-V/def2-TZVPD
C 0.91024 1.58508 0.40043
C 1.33399 0.12564 0.40741
C 0.16943 -0.64700 0.17501
N -0.88210 -1.06745 -0.10370
C -2.05086 -1.44202 -0.60455
H 0.07714 1.58056 1.01750
H 0.62389 1.93870 -0.64574
H 1.60117 2.39140 0.82120
H 2.08110 -0.04339 -0.44220
H 1.85635 -0.21389 1.30689
H -2.84111 -0.79010 -0.26047
H -1.95162 -1.44471 -1.65051
H -2.28607 -2.48197 -0.22519
```

Calculated values
Lowest unoccupied orbital energy = -0.149 Ha
SMILES = CCC#[N+]C
HOMO energy = -0.6242 hartree
Charge = +1

Okay, here come the natural (NBO) numbers, in e, for every atom:
1 C -0.599
2 C -0.560
3 C 0.676
4 N -0.193
5 C -0.462
6 H 0.214
7 H 0.238
8 H 0.274
9 H 0.305
10 H 0.302
11 H 0.270
12 H 0.263
13 H 0.272

***

It is P) that is the least stable of them.